ORCA calculation (the ωB97M-V functional and the def2-TZVPD basis) on a structure of composition C38H31ClGeN3Tl at a distorted geometry.

Results
- LUMO (eV) = 3.34
- energy relative to the best compared isomer or geometry (same formula, charge and spin) (kcal per mole) = 60.8
- orbital gap (eV) = 2.66

```
! wB97M-V def2-TZVPD RIJCOSX def2/J DEFGRID3
* xyz -2 1
C 0.356 11.692 19.266
H 0.865 15.916 19.449
H -4.156 10.367 12.354
C -3.746 10.674 13.312
C -6.029 16.863 16.700
C -0.412 13.736 18.218
C -1.066 14.046 19.458
C -4.572 11.599 14.060
H -6.472 16.448 15.831
C 0.885 13.600 14.585
H 1.270 18.104 20.391
C 0.769 18.077 19.418
H -2.267 15.144 14.959
C -3.860 19.634 17.874
C 0.435 19.195 18.781
C 0.996 14.615 15.593
C -1.077 13.175 20.537
C -2.262 14.893 16.006
C -0.242 19.139 17.567
C 2.937 15.394 14.330
Cl -3.259 21.899 16.611
C 1.819 13.409 13.604
H -0.365 11.229 21.218
C -0.803 7.423 10.406
C -3.461 11.069 16.020
H -1.714 13.352 21.423
C 0.833 6.059 11.585
H 0.577 20.161 19.218
H -5.428 12.046 13.512
H 3.712 14.261 12.731
C -2.622 10.171 13.950
C -1.708 9.433 13.192
H 0.554 12.188 17.172
N -1.956 9.118 11.889
H 3.680 16.155 14.107
H 0.106 5.645 9.561
C -3.819 19.495 15.438
C -0.105 7.914 12.726
H -1.242 17.869 16.185
C 2.111 15.493 15.463
H -3.521 20.102 18.812
C -4.621 18.505 17.902
C -0.502 17.899 17.032
H -1.576 9.999 15.886
C -0.976 8.170 11.588
H -4.730 17.683 14.635
C 0.236 12.534 18.186
H 1.741 12.493 12.972
H -1.675 14.980 19.496
H -0.384 8.781 14.717
H -4.775 17.938 18.805
C -3.667 20.225 16.626
N -4.414 11.769 15.402
C 0.058 6.314 10.421
H -1.431 7.645 9.544
C 2.870 14.312 13.477
C -4.487 18.301 15.494
C -0.338 11.995 20.429
N -0.661 8.662 13.729
C 0.532 16.786 18.864
H -0.460 20.092 17.015
H -3.486 19.793 14.456
C -0.127 16.710 17.641
H 0.028 12.866 14.624
H 1.291 6.525 13.658
Ge -0.499 14.948 16.772
H 1.464 5.197 11.518
H -6.511 16.511 17.629
H 2.367 16.110 16.271
C -2.526 10.283 15.360
H -3.311 11.223 17.107
C 0.814 6.850 12.734
Tl -4.264 14.714 16.835
H 0.935 10.799 19.142
C -5.113 17.849 16.714
*
```